(1)
Molecular formula: H12O6
Method: DFT, ωB97M-V with the def2-TZVPD basis set

As for the total energy: -458.619827 a.u. The structure (SMILES) is O.O.O.O.O.O. As for the HOMO energy: -11.0 eV. As for the maximum force: 0.0701 Eh/bohr.

XYZ file:
```
18
H12O6 ωB97M-V with the def2-TZVPD basis set
O -0.71719 -1.46696 1.60965
O 0.94035 1.20757 -1.53479
O 1.77410 1.12400 1.31779
O -1.47473 -1.00876 -1.39801
O 1.42981 -1.42432 -0.45207
O -1.31042 1.37150 0.32363
H 1.14784 2.15332 -1.58886
H 0.66322 -0.98205 -1.00427
H -1.77032 0.51047 0.31673
H 0.08198 -1.74506 2.09794
H -2.36380 -1.14793 -1.78083
H 1.27922 0.48918 1.80978
H -1.27973 -1.68681 -0.74696
H 1.20308 1.47054 0.67186
H 1.95933 -0.57532 -0.22213
H -0.38224 -1.17846 0.76792
H -0.06178 1.30830 -1.41001
H -1.11872 1.58080 1.22263
```

(2)
Molecular formula: C18H28AsF6IrN8O4
Method: DFT, ωB97M-V with the def2-TZVPD basis set

As for the total energy: -4380.957163 a.u. As for the HOMO energy (spin up / spin down): -11.5 / -11.5 eV. As for the maximum force: 0.0224 Eh/bohr. As for the charge: +1. Its spin multiplicity is 2.

XYZ file:
```
66
C18H28AsF6IrN8O4 ωB97M-V with the def2-TZVPD basis set
Ir -0.93845 0.01074 0.04494
As 0.36264 1.08045 3.46758
F -0.60923 1.11448 1.75716
F 1.17383 0.98075 4.94050
F 1.75700 1.36763 2.51252
F 0.00096 2.73311 3.50771
F 0.56544 -0.61882 3.09735
F -1.18004 0.68755 4.11515
O 5.08068 0.60433 -0.31775
O 1.09398 2.71405 -0.16684
O -1.45736 1.57923 -1.02356
O 0.97054 -1.70468 -0.55297
N -1.03464 -1.74072 1.18958
N -3.35444 2.55481 1.63116
N -1.72961 -1.14287 -1.44199
N 1.04977 0.44049 -0.41965
N 3.07132 1.61552 -0.17482
N -2.96223 -0.03398 0.56218
N -1.84103 6.26409 -0.53873
N -0.72386 3.36575 -2.18249
C 3.19027 -0.78446 -0.76341
C 1.69571 1.67732 -0.24455
C -3.76310 0.12252 -0.68476
C -1.89317 5.13194 -0.34106
C 3.62054 -1.75381 1.56518
C 3.88414 0.51790 -0.38890
C 2.96564 0.06465 -3.21051
C -1.92628 -2.57461 -0.99313
C -1.17781 -2.92636 0.28917
C 3.44837 -1.03564 -2.27518
C -2.14452 -1.62497 2.17941
C 3.77808 -1.93921 0.06210
C -3.04427 -0.54663 -1.87844
C 1.71145 -0.69435 -0.56078
C -2.72950 3.13372 0.85232
C -1.32791 2.89631 -1.08154
C -3.37488 -1.17322 1.43023
C -1.97676 3.72260 -0.18579
H 3.16006 -0.21334 -4.24520
H 3.48254 1.00743 -3.02508
H -4.15341 -0.83385 2.11354
H 4.52648 -1.16528 -2.37596
H -3.64283 -1.34533 -2.31306
H 4.83385 -2.00468 -0.20063
H -0.06783 2.76093 -2.64622
H 4.15432 -0.86965 1.91498
H -0.16068 -1.82045 1.71008
H -1.70354 -3.71990 0.82193
H -3.10441 0.82623 1.12635
H -4.76166 -0.28296 -0.52693
H -2.30114 -2.58616 2.66988
H 2.57362 -1.64496 1.85884
H -1.09756 -1.12388 -2.23783
H -3.85842 1.18759 -0.87168
H -0.18273 -3.27459 0.05595
H 3.53143 2.49486 0.02594
H -2.99634 -2.70081 -0.86014
H -2.83642 0.18617 -2.65148
H 1.89001 0.24131 -3.11757
H 4.02582 -2.61260 2.09804
H -3.79743 -1.96296 0.81349
H -1.84839 -0.89308 2.92630
H -0.55255 4.35858 -2.24358
H 3.30115 -2.86289 -0.26984
H -1.62633 -3.24179 -1.79953
H 2.98111 -1.98961 -2.52795
```

(3)
Molecular formula: C49H118AsF6N7O7
Method: DFT, ωB97M-V with the def2-TZVPD basis set

As for the total energy: -5680.215206 a.u. As for the HOMO energy: -18.4 eV. As for the maximum force: 0.1984 Eh/bohr. As for the charge: +6.

XYZ file:
```
188
C49H118AsF6N7O7 ωB97M-V with the def2-TZVPD basis set
As 0.38238 0.35855 1.56019
F -1.17284 1.16553 1.15347
F 0.74122 0.33628 -0.19945
F -0.00611 0.20578 3.25851
F -0.38097 -1.22056 1.28989
F 1.96515 -0.51834 1.99913
F 1.25657 1.85274 1.86781
O 3.97310 -2.47487 -8.70252
O -2.10758 0.54014 10.31426
O 2.73947 -9.74080 1.32085
O -4.23388 -7.27700 4.04741
O 5.74234 3.26868 -1.22706
O -3.61235 8.48887 -3.14478
O -7.48610 -1.82529 -2.32565
N -7.31895 -0.48268 -2.73057
N 7.49420 1.97814 0.89335
N 0.77797 1.17399 9.54445
N 2.82626 -2.58582 -7.83627
N -1.27617 7.75897 -0.66859
N -3.92403 -4.16720 4.58332
N 2.59430 -6.81211 0.62178
C 7.88626 0.96251 2.04053
C 9.48064 1.12547 -0.67533
C -1.35111 5.78996 -2.47819
C -0.45088 0.90804 8.59161
C -4.65436 -5.24425 5.36517
C 1.23074 -1.52298 -6.18104
C 6.84748 0.64713 3.08706
C -5.99673 1.40311 -3.64642
C -1.77142 8.91929 -1.51558
C -8.21205 0.40706 -1.85722
C 1.11917 6.83902 -0.08502
C 0.27069 7.95650 -0.73267
C 1.05776 -0.91238 -8.62020
C 1.75103 -7.61955 1.65459
C -8.09211 1.85268 -2.36318
C -6.01230 -0.12628 -3.34274
C 2.09246 1.34369 8.70394
C 2.44727 -8.82933 2.30231
C 5.83262 3.74502 -2.56472
C -4.35003 -2.74364 5.09055
C -1.74230 7.96647 0.75342
C 6.91488 3.31944 1.49188
C 6.33464 1.32252 0.12492
C 1.30650 -4.13182 -6.58006
C 8.76464 2.32467 0.10328
C -9.66294 -0.01467 -2.20337
C 4.02201 -6.53982 1.10920
C 2.14831 -3.98439 -7.89877
C 2.02890 -1.31457 -7.44440
C 3.20648 -5.17342 -7.80270
C 0.94729 -0.09600 10.44494
C -4.06685 -6.65257 5.31949
C 2.70454 -7.54682 -0.68470
C -6.03084 -0.73470 -4.72598
C 3.09719 -0.17080 -7.19255
C -4.18014 -4.25130 3.10012
C -1.68211 6.30554 -1.03013
C -6.64183 2.28403 -2.56916
C 0.43680 -2.86288 -6.26367
C -7.83113 0.28768 -0.30256
C -4.75518 -0.49579 -2.49567
C -1.88386 1.19974 9.11913
C -3.26168 9.48484 -4.02755
C -3.28394 8.80830 -1.82239
C 0.62495 2.47963 10.38991
C 1.92194 -5.42638 0.52933
C 6.10453 1.89815 -1.29691
C 1.18978 -4.14196 -9.11815
C -2.38382 -4.12035 4.80277
H 1.24567 -0.93232 9.81278
H 0.76718 0.13395 -8.52603
H -8.25152 -0.61002 0.15076
H -1.96174 -3.35542 4.15096
H 10.33507 1.55948 -1.19466
H -5.26427 -4.25411 2.98719
H 7.10544 -0.21661 3.69983
H 8.88420 1.11795 2.45048
H -4.64223 -7.12855 6.11352
H 6.80868 3.77912 -3.04869
H -3.86476 -8.16147 4.10285
H -0.28054 5.91268 -2.64220
H -5.26657 -0.24967 -5.33324
H 5.23211 1.42798 -1.75071
H -4.79091 -1.55419 -2.23755
H 2.58865 0.71420 -6.81012
H 0.34790 -3.45634 -9.21442
H 3.75689 0.12232 -8.00923
H -2.22261 -4.03403 5.87732
H -2.06827 2.26119 9.28468
H -1.33871 7.15706 1.36176
H -3.68031 9.31516 -5.01955
H 3.93917 -4.98890 -7.01707
H -0.41550 2.46065 10.71426
H -1.15824 5.71045 -0.28211
H 2.13276 7.19186 0.10529
H 7.69001 3.76386 2.11618
H -8.60617 2.05643 -3.30251
H -1.98907 -5.07644 4.45902
H -3.71387 -5.20576 2.85579
H 4.47564 -5.90201 0.35057
H 0.85171 -5.57813 0.66967
H 1.74520 -7.78706 -1.14304
H -2.25027 9.88902 -3.98513
H 0.79140 -5.15555 -9.07305
H 1.17194 2.40313 11.32962
H 3.96775 -6.11795 2.11279
H 1.66166 0.16359 11.22623
H -3.71248 -2.02318 4.57812
H 1.40691 -1.10813 -9.63404
H -2.82956 8.00076 0.82269
H 2.82775 -6.16360 -7.54929
H -0.20726 1.67015 7.85139
H 5.98332 0.24476 2.55845
H 9.53513 2.75843 0.74069
H 6.59111 1.51606 3.69315
H 1.27432 5.96460 -0.71700
H -0.11220 -2.99472 -5.33130
H 1.74023 -9.25612 3.01369
H -5.36186 -2.57988 4.71973
H -3.80997 10.36822 -3.70024
H -4.96715 1.64819 -3.90716
H -3.76061 -3.39490 2.57223
H -0.44610 -0.12139 8.23334
H 2.04126 0.57820 7.92968
H 5.35140 4.72290 -2.58198
H 6.03764 3.14530 2.11495
H 0.34733 8.92670 -0.24183
H 3.26838 -8.46229 2.91809
H 8.78012 0.65056 -1.36221
H -3.72804 8.02157 -1.21254
H -6.67656 1.59805 -4.47584
H 0.05015 -1.32656 -8.58469
H -1.19089 9.06847 -2.42600
H -10.46678 0.65206 -1.89127
H -8.25573 1.16925 0.17769
H -2.70763 6.11594 -0.71311
H -6.65954 3.32066 -2.90562
H 0.55365 -0.68090 -6.03768
H 4.62485 -7.43923 1.23477
H 3.72785 -5.28538 -8.75336
H 2.18228 -4.86626 -0.36878
H -6.04738 2.25193 -1.65608
H 7.93390 -0.01139 1.55338
H -4.27247 -2.80610 6.17599
H 1.98760 -1.71280 -5.41997
H -1.63065 4.76125 -2.70563
H 9.86150 0.44390 0.08527
H -1.69011 6.38754 -3.32442
H 8.35311 3.02577 -0.62282
H -4.75497 0.05733 -1.55645
H 2.00397 -4.32613 -5.76526
H 0.77407 3.41085 9.84338
H -2.67487 0.91573 8.42505
H 2.98494 1.30318 9.32840
H -6.97351 -0.60973 -5.25877
H -0.30850 -2.90313 -7.05804
H 0.86422 -7.91376 1.09325
H 2.25620 -4.87064 1.40542
H 0.54594 8.05090 -1.78311
H -8.54837 2.56698 -1.67784
H -5.69596 -5.14045 5.06120
H -4.56439 -4.94099 6.40827
H -1.35278 8.94128 1.04693
H -6.74955 0.21272 -0.18992
H -1.60874 9.76435 -0.84661
H 3.75638 -0.41227 -6.35872
H -6.02659 -1.82137 -4.81097
H -9.94015 -0.99447 -1.81446
H 3.23006 -8.49524 -0.57323
H 6.95136 1.61995 -1.92429
H -2.74757 -0.16660 10.20233
H 6.66884 3.95935 0.64448
H 1.53415 -6.97490 2.50635
H 3.16366 -6.85571 -1.39157
H -0.00304 -0.35303 10.91283
H -3.87045 9.63715 -1.42600
H 0.56845 -4.93110 -6.64750
H 5.22170 3.16298 -3.25471
H 3.22039 -10.48605 1.68819
H 2.12928 2.24916 8.09825
H 0.73164 6.57885 0.89999
H -3.78300 -0.23212 -2.91214
H 6.57987 0.26198 0.06815
H -3.08487 -6.78522 5.77360
H 5.43038 1.39212 0.72955
H -9.82311 0.06371 -3.27869
H 1.78874 -4.03641 -10.02269
```

(4)
Molecular formula: C4H9ClFN
Method: DFT, ωB97M-V with the def2-TZVPD basis set

As for the total energy: -772.521839 a.u. As for the HOMO energy: -7.2 eV. As for the maximum force: 0.0630 Eh/bohr.

XYZ file:
```
16
C4H9ClFN ωB97M-V with the def2-TZVPD basis set
Cl 1.67206 2.03860 -0.45811
F -2.11120 0.74699 0.88961
N -0.60929 -0.95493 0.95160
C -0.81617 0.38921 1.05088
C 0.08442 1.50980 -0.92856
C 0.06550 0.42428 -1.95398
C 0.62891 -1.50852 1.44276
H 1.51225 -1.00528 1.03276
H 0.66877 -2.56409 1.18906
H -0.96575 0.16872 -2.19139
H 0.57720 -0.46706 -1.58711
H -0.59367 2.33989 -1.05786
H -0.99354 -1.37153 0.11577
H 0.65115 -1.40735 2.53144
H -0.33591 0.93152 1.85230
H 0.56528 0.72978 -2.87918
```

(5)
Molecular formula: C9H13O3
Method: DFT, ωB97M-V with the def2-TZVPD basis set

As for the total energy: -576.357866 a.u. As for the HOMO energy (spin up / spin down): -7.9 / -9.3 eV. As for the maximum force: 0.0625 Eh/bohr. Its spin multiplicity is 2.

XYZ file:
```
25
C9H13O3 ωB97M-V with the def2-TZVPD basis set
O 1.82388 0.35788 0.47735
O 1.62811 -1.58668 -0.76456
O 0.40991 -0.71085 2.23555
C 2.16580 0.89468 -1.77721
C -0.02911 1.53379 -0.55888
C 0.97705 -0.63201 -0.06849
C -2.41957 1.91028 -0.01910
C -0.09670 -1.00629 0.98765
C -1.20088 1.03676 0.04586
C 1.15119 0.76389 -0.68848
C -0.42517 -2.53281 0.95280
C -1.30564 -0.17950 0.65897
H -0.06732 2.47320 -1.08334
H -2.39092 2.69360 0.74636
H -2.54721 2.38124 -0.99411
H -2.26245 -0.47561 1.11687
H 1.70503 0.64812 -2.74597
H 0.84072 0.16017 2.12579
H -1.21967 -2.74299 1.68714
H -0.79062 -2.87940 -0.03972
H 1.49314 -2.48651 -0.39189
H 3.04497 0.26073 -1.56793
H 0.40514 -3.17526 1.30025
H -3.34265 1.34255 0.10682
H 2.45301 1.95102 -1.74176
```

(6)
Molecular formula: C10H40N10O10
Method: DFT, ωB97M-V with the def2-TZVPD basis set

As for the total energy: -1704.934334 a.u. The structure (SMILES) is NC(N)=O.NC(N)=O.NC(N)=O.NC(N)=O.NC(N)=O.CO.CO.CO.CO.CO. As for the HOMO energy: -9.5 eV. As for the maximum force: 0.1765 Eh/bohr.

XYZ file:
```
70
C10H40N10O10 ωB97M-V with the def2-TZVPD basis set
O -6.76327 -2.48413 -1.09422
O 5.20169 -3.63979 2.89824
O 3.22082 -5.65206 -3.67798
O 1.70584 4.21134 -6.36254
O 1.85978 -0.46094 -8.30791
O 6.27393 2.19261 4.06482
O 1.39608 0.81175 7.22272
O -2.13449 -4.37088 2.62680
O 1.20031 1.56396 -1.26735
O -8.14460 6.01778 -1.91372
N 3.05621 -5.39001 -1.48718
N 0.39585 -0.08051 0.00583
N -7.81427 -0.53624 -0.63540
N 4.13904 -3.92487 -2.66279
N -7.85722 4.75302 -0.05244
N 6.32181 4.10068 5.26899
N -6.13530 5.58162 -1.00478
N -0.88510 0.85781 -1.26604
N 5.22517 3.94682 3.32197
N -6.02483 -0.92415 0.47460
C 3.47309 -5.03367 -2.68157
C 0.46540 -0.71171 -8.17634
C 0.33320 0.90002 -0.77825
C 0.73721 5.14207 -6.75932
C 5.87373 -4.58889 3.67406
C -6.86441 -1.42917 -0.44441
C -7.45504 5.46215 -1.10567
C 1.35040 -0.59075 6.84420
C 5.92784 3.34138 4.26523
C -2.78206 -5.22964 3.58317
H 3.51389 -4.97513 -0.68812
H -1.60858 -4.93223 2.05243
H -1.59964 0.23562 -0.91617
H -1.15791 1.42913 -2.05297
H 1.23999 -0.30929 0.51098
H 6.55481 -5.18084 3.06266
H -8.85899 4.83522 0.04654
H -6.26804 -0.11908 1.03389
H -8.51717 -0.69796 -1.34242
H 4.80798 4.85181 3.48645
H 0.37169 -0.80378 -7.09429
H 5.07705 -5.20158 4.09598
H -5.33907 -1.57764 0.82500
H 0.54855 -0.88691 6.16786
H 0.91897 5.61806 -7.72290
H 2.30017 -0.83278 6.36727
H 6.18577 5.10146 5.27517
H -3.52152 -5.86960 3.10178
H 2.12374 0.90402 7.84207
H -2.08461 -5.85387 4.14173
H -3.29147 -4.58399 4.29852
H 5.73533 -2.84248 2.93189
H -7.20303 4.70281 0.71542
H 6.68766 3.66062 6.10122
H 2.47101 -6.20831 -1.39755
H 1.90702 0.35961 -7.81185
H -0.07751 0.15269 -8.55868
H 4.70568 -3.55624 -3.41321
H -5.62380 6.23416 -1.58154
H 1.26998 -1.19926 7.74495
H 4.82472 3.42439 2.55594
H 6.56334 -4.23377 4.43985
H -5.74895 4.95894 -0.30972
H 0.70181 6.00837 -6.09873
H 4.10348 -3.50627 -1.74431
H -0.43284 -0.49216 0.41070
H 1.50445 4.14040 -5.42658
H -7.96161 0.34355 -0.16173
H -0.26426 4.71819 -6.83342
H 0.14542 -1.65117 -8.62703
```

(7)
Molecular formula: C5H14N2
Method: DFT, ωB97M-V with the def2-TZVPD basis set

As for the total energy: -308.409368 a.u. The structure (SMILES) is C[C@@H](N)CCCN. As for the HOMO energy: -8.9 eV. As for the maximum force: 0.0143 Eh/bohr.

XYZ file:
```
21
C5H14N2 ωB97M-V with the def2-TZVPD basis set
N 2.09761 1.42336 -0.05043
N -2.55614 0.94696 0.36955
C -1.93490 -0.34951 0.48848
C 1.79795 -0.99921 0.54963
C 0.14645 0.26250 -0.87737
C 1.13927 0.35665 0.28841
C -1.02658 -0.71159 -0.67680
H 0.59209 0.68424 1.17097
H 1.10510 -1.67975 1.02534
H -0.63526 -1.73000 -0.57426
H 2.74085 1.55080 0.72627
H 2.17872 -1.41472 -0.38259
H 2.66824 1.10093 -0.82751
H -1.37285 -0.43979 1.42449
H -2.20910 1.56552 -0.35010
H 2.66606 -0.93316 1.20802
H -0.23366 1.26714 -1.04608
H 0.70615 -0.01016 -1.77748
H -2.70140 -1.10938 0.57150
H -3.55937 0.93178 0.34384
H -1.60923 -0.71261 -1.60389
```

(8)
Molecular formula: C3H9N2
Method: DFT, ωB97M-V with the def2-TZVPD basis set

As for the total energy: -228.769876 a.u. As for the HOMO energy: -13.1 eV. As for the maximum force: 0.0743 Eh/bohr. As for the charge: +1.

XYZ file:
```
14
C3H9N2 ωB97M-V with the def2-TZVPD basis set
N -4.00342 1.16213 -0.21140
N 1.90355 0.91032 0.05693
C 1.14827 -0.30430 0.06985
C 1.84177 -1.53723 0.63150
C 0.00877 -0.42862 -0.48315
H -0.80915 -1.14897 -0.51511
H 2.45648 1.12701 -0.76530
H 2.36325 -1.18238 1.51368
H 1.06934 -2.25477 0.88943
H -4.60101 1.19324 -1.02802
H 1.27388 1.68508 0.24590
H -3.04964 1.02443 -0.50550
H -4.31413 0.34269 0.29277
H 2.55468 -1.95928 -0.06639
```